Entry 1:
{
  "formula": "C5H7ClSSi",
  "method": "the ωB97M-V functional and the def2-TZVPD basis",
  "orbital_gap_ha": [0.1848, 0.1909],
  "fmax_ev_per_a": 3.86,
  "e_above_lowest_kcal_mol": 84.6,
  "homo_ha": [-0.27489, -0.27762],
  "total_energy_ha": -1342.4475,
  "charge": 0,
  "multiplicity": 1,
  "species": ["C", "C", "C", "C", "C", "Si", "S", "Cl", "H", "H", "H", "H", "H", "H", "H"],
  "xyz": [[-1.712, -1.715, -0.826], [-1.094, -0.473, -0.291], [-3.032, -2.091, -0.660], [0.130, -0.035, -0.085], [3.093, 1.814, 0.042], [1.960, 0.146, -0.026], [-4.340, -1.087, -0.223], [2.326, -1.130, 1.475], [-0.939, -2.384, -1.229], [-1.858, 0.184, 0.051], [-3.353, -2.987, -1.105], [2.821, 2.542, 0.713], [4.140, 1.530, 0.228], [2.989, 2.242, -0.999], [2.121, -0.439, -1.390]],
  "lowdin_charge": [-0.189, -0.186, -0.663, -0.054, -0.191, 0.173, 0.532, 0.345, 0.097, 0.080, 0.019, -0.027, 0.029, 0.041, -0.006]
}

---

Entry 2:
{
  "formula": "C19H19BrFN2OSeSiV",
  "method": "the ωB97M-V functional and the def2-TZVPD basis",
  "orbital_gap_ha": [0.2220, 0.2381],
  "fmax_ev_per_a": 2.96,
  "homo_ha": [-0.26163, -0.27606],
  "total_energy_ha": -7229.1689,
  "charge": 0,
  "multiplicity": 3,
  "species": ["V", "Br", "C", "C", "C", "C", "O", "C", "C", "N", "C", "C", "C", "C", "C", "C", "C", "C", "N", "C", "C", "H", "H", "H", "H", "H", "H", "H", "H", "H", "H", "C", "Si", "C", "C", "Se", "H", "H", "H", "H", "H", "H", "H", "H", "H", "F"],
  "xyz": [[-0.414, 0.071, -0.174], [3.276, -6.259, -1.149], [2.107, -4.776, -1.021], [0.722, -4.972, -1.149], [-0.147, -3.912, -1.084], [0.341, -2.612, -0.880], [-0.462, -1.582, -0.857], [1.734, -2.425, -0.710], [2.288, -1.142, -0.385], [1.600, -0.075, -0.162], [2.234, 1.161, 0.183], [3.511, 1.532, -0.078], [3.987, 2.803, 0.337], [3.185, 3.665, 1.019], [1.836, 3.314, 1.283], [0.911, 4.152, 1.952], [-0.373, 3.744, 2.111], [-0.777, 2.504, 1.566], [0.053, 1.709, 0.946], [1.365, 2.080, 0.834], [2.609, -3.528, -0.803], [0.341, -5.972, -1.306], [-1.214, -4.052, -1.191], [3.373, -1.092, -0.287], [4.173, 0.874, -0.627], [5.003, 3.085, 0.100], [3.556, 4.630, 1.341], [1.237, 5.117, 2.322], [-1.103, 4.361, 2.614], [-1.806, 2.166, 1.599], [3.676, -3.382, -0.686], [-2.434, 1.651, -4.715], [-2.487, 0.994, -2.988], [-2.765, -0.832, -2.956], [-3.796, 1.849, -2.005], [-0.459, 1.483, -2.126], [-3.415, 1.636, -5.199], [-1.737, 1.064, -5.317], [-2.075, 2.683, -4.692], [-3.653, -1.119, -3.529], [-2.900, -1.146, -1.919], [-1.898, -1.356, -3.363], [-4.742, 1.906, -2.552], [-3.476, 2.864, -1.760], [-3.957, 1.304, -1.073], [-2.125, 0.195, 0.432]],
  "lowdin_charge": [0.676, 0.731, -0.696, -0.101, 0.016, -0.295, -0.199, -0.118, -0.025, -0.022, -0.194, 0.004, -0.055, -0.021, -0.138, 0.007, -0.020, -0.076, -0.038, -0.167, -0.085, 0.105, 0.127, 0.133, 0.115, 0.110, 0.117, 0.123, 0.112, 0.121, 0.111, -0.241, 0.083, -0.225, -0.226, 0.448, 0.031, 0.029, 0.025, 0.035, 0.021, 0.031, 0.031, 0.026, 0.020, -0.444]
}

---

Entry 3:
{
  "formula": "C4H9NO",
  "method": "the ωB97M-V functional and the def2-TZVPD basis",
  "orbital_gap_ha": 0.3878,
  "fmax_ev_per_a": 1.11,
  "e_above_lowest_kcal_mol": 30.0,
  "smiles": "C[C@H](N)CC=O",
  "homo_ha": -0.35197,
  "total_energy_ha": -287.7847,
  "charge": 0,
  "multiplicity": 1,
  "species": ["C", "C", "N", "C", "C", "O", "H", "H", "H", "H", "H", "H", "H", "H", "H"],
  "xyz": [[0.966, 0.393, -1.496], [-0.095, 0.085, -0.461], [-0.895, 1.297, -0.236], [0.480, -0.390, 0.904], [-0.485, -1.283, 1.626], [-1.663, -1.032, 1.730], [1.750, -0.349, -1.628], [0.452, 0.614, -2.431], [1.467, 1.305, -1.158], [-0.776, -0.721, -0.760], [-1.469, 1.432, -1.068], [-1.598, 1.081, 0.471], [1.494, -0.792, 0.847], [0.466, 0.528, 1.501], [-0.094, -2.166, 2.160]],
  "lowdin_charge": [-0.072, -0.472, 0.027, -0.122, -0.261, 0.041, 0.074, 0.075, 0.083, 0.128, 0.076, 0.066, 0.113, 0.127, 0.118]
}

---

Entry 4:
{
  "formula": "C30H34BClN8OPdS",
  "method": "the ωB97M-V functional and the def2-TZVPD basis",
  "orbital_gap_ha": 0.0983,
  "fmax_ev_per_a": 5.13,
  "homo_ha": -0.56833,
  "total_energy_ha": -2686.9248,
  "charge": 3,
  "multiplicity": 2,
  "species": ["Pd", "C", "C", "C", "C", "N", "N", "B", "N", "C", "C", "C", "C", "N", "N", "C", "C", "C", "C", "N", "N", "C", "C", "C", "C", "N", "H", "H", "H", "H", "H", "H", "H", "H", "H", "H", "H", "H", "H", "H", "H", "H", "H", "H", "H", "H", "O", "S", "C", "C", "C", "C", "C", "C", "C", "C", "C", "C", "C", "C", "C", "C", "H", "H", "H", "H", "H", "H", "H", "H", "H", "H", "H", "H", "H", "H", "Cl"],
  "xyz": [[-1.324, -1.321, -0.584], [-2.172, 0.113, 2.500], [-2.233, 1.042, 1.337], [-2.485, 2.415, 1.289], [-2.465, 2.741, -0.054], [-2.211, 1.634, -0.767], [-2.073, 0.613, 0.078], [-2.099, 1.421, -2.290], [-3.010, 0.229, -2.678], [-3.939, 0.117, -3.646], [-4.433, -1.172, -3.651], [-3.739, -1.845, -2.638], [-3.853, -3.258, -2.205], [-2.894, -0.972, -2.079], [-0.663, 0.974, -2.602], [0.286, 1.447, -3.429], [1.373, 0.593, -3.393], [1.021, -0.430, -2.510], [1.749, -1.672, -2.133], [-0.207, -0.163, -2.049], [-2.553, 2.668, -3.015], [-3.830, 3.195, -2.889], [-3.908, 4.282, -3.701], [-2.624, 4.383, -4.310], [-2.170, 5.387, -5.280], [-1.837, 3.382, -3.869], [-3.107, 0.144, 3.057], [-1.377, 0.416, 3.183], [-1.999, -0.908, 2.154], [-2.663, 3.077, 2.117], [-2.619, 3.697, -0.528], [-4.203, 0.952, -4.274], [-5.188, -1.590, -4.293], [-4.654, -3.758, -2.741], [-4.063, -3.317, -1.136], [-2.924, -3.797, -2.405], [0.129, 2.354, -3.983], [2.297, 0.702, -3.933], [2.823, -1.505, -2.124], [1.546, -2.458, -2.863], [1.412, -2.026, -1.159], [-4.564, 2.749, -2.238], [-4.737, 4.948, -3.862], [-2.948, 6.116, -5.482], [-1.861, 4.917, -6.218], [-1.267, 5.894, -4.928], [0.613, -1.107, 0.861], [1.227, -0.384, 2.031], [1.209, -1.547, 3.491], [1.947, -2.820, 3.320], [3.020, -3.121, 4.200], [3.597, -4.361, 4.169], [3.178, -5.313, 3.214], [2.134, -5.013, 2.312], [1.549, -3.778, 2.350], [3.052, -0.367, 1.710], [3.737, 0.459, 2.748], [3.424, 1.817, 2.874], [4.106, 2.616, 3.771], [5.106, 2.066, 4.569], [5.419, 0.717, 4.455], [4.727, -0.086, 3.566], [0.144, -1.726, 3.659], [1.615, -0.950, 4.309], [3.323, -2.395, 4.942], [4.363, -4.621, 4.887], [3.685, -6.268, 3.141], [1.825, -5.744, 1.578], [0.786, -3.524, 1.631], [3.130, 0.079, 0.717], [3.406, -1.397, 1.680], [2.645, 2.245, 2.252], [3.864, 3.666, 3.858], [5.632, 2.688, 5.280], [6.213, 0.298, 5.059], [4.987, -1.135, 3.473], [-1.405, -3.405, 0.118]],
  "lowdin_charge": [0.990, -0.016, -0.283, 0.053, 0.022, 0.040, 0.044, -0.645, 0.044, 0.026, 0.056, -0.280, -0.034, 0.046, 0.052, 0.022, 0.049, -0.284, -0.006, 0.043, -0.036, -0.086, 0.015, -0.297, -0.019, 0.115, 0.110, 0.081, 0.047, 0.136, 0.152, 0.149, 0.136, 0.103, 0.072, 0.075, 0.123, 0.134, 0.101, 0.105, 0.032, 0.132, 0.122, 0.090, 0.095, 0.093, -0.637, 1.029, -0.209, -0.171, 0.025, 0.030, 0.093, 0.024, 0.016, -0.236, -0.305, -0.050, -0.042, -0.033, -0.044, -0.050, 0.116, 0.117, 0.138, 0.143, 0.148, 0.138, 0.049, 0.112, 0.102, 0.112, 0.121, 0.123, 0.120, 0.108, 0.193]
}

---

Entry 5:
{
  "formula": "C4H7O3P",
  "method": "the ωB97M-V functional and the def2-TZVPD basis",
  "orbital_gap_ha": 0.3554,
  "fmax_ev_per_a": 2.70,
  "e_above_lowest_kcal_mol": 8.7,
  "smiles": "C=C/C=C\\O[P@H](=O)O",
  "homo_ha": -0.33307,
  "total_energy_ha": -723.7048,
  "charge": 0,
  "multiplicity": 1,
  "species": ["C", "C", "C", "C", "O", "P", "O", "O", "H", "H", "H", "H", "H", "H", "H"],
  "xyz": [[0.896, 2.727, -1.039], [0.327, 1.526, -1.085], [1.143, 0.290, -0.968], [0.547, -0.720, -0.353], [-0.836, -0.682, -0.098], [-1.448, -1.702, 0.935], [-2.893, -1.771, 0.968], [-0.662, -1.238, 2.246], [0.341, 3.583, -1.098], [1.940, 2.701, -0.882], [-0.728, 1.399, -1.092], [2.214, 0.181, -1.020], [0.852, -1.747, -0.195], [-0.829, -2.901, 0.560], [-0.863, -1.645, 3.122]],
  "lowdin_charge": [0.033, -0.150, -0.070, -0.166, -0.211, 0.437, -0.282, -0.149, 0.028, 0.051, 0.094, 0.113, 0.099, 0.063, 0.111]
}

---

Entry 6:
{
  "formula": "I2OS",
  "method": "the ωB97M-V functional and the def2-TZVPD basis",
  "orbital_gap_ha": [0.2828, 0.2828],
  "fmax_ev_per_a": 6.07,
  "e_above_lowest_kcal_mol": 15.4,
  "homo_ha": [-0.35928, -0.35931],
  "total_energy_ha": -1068.7698,
  "charge": 0,
  "multiplicity": 1,
  "species": ["O", "S", "I", "I"],
  "xyz": [[-1.514, 0.095, -0.387], [-0.233, 0.107, 0.591], [1.213, 1.902, -0.107], [0.534, -2.105, -0.098]],
  "lowdin_charge": [-0.754, -0.106, 0.426, 0.434]
}